Entry 1:
The following is a DFT calculation (wB97M-V/def2-TZVPD) of a single C6H10N2 molecule at a distorted geometry.

Structure (ORCA input):
```
! wB97M-V def2-TZVPD RIJCOSX def2/J DEFGRID3
* xyz 0 1
C 2.01 0.99 0.60
C -0.32 0.54 -0.53
C 0.77 0.28 0.23
N -0.79 1.60 -1.25
C 0.37 -1.17 0.51
C -0.95 -0.90 -0.31
C -2.13 -0.62 0.44
N 1.41 -1.86 -0.13
H -0.85 2.50 -0.79
H -1.55 1.41 -1.88
H 1.02 -2.49 -0.84
H 0.16 -1.43 1.56
H -1.05 -1.46 -1.25
H 1.93 1.40 1.62
H 2.84 0.29 0.59
H 2.23 1.82 -0.08
H -2.09 -0.58 1.52
H -3.05 -0.32 -0.03
*
```

The strongest force on any atom comes out at 1.81 eV/Å. For the HOMO-LUMO gap (alpha / beta), the calculation gives 7.30 / 8.36 eV. Its electronic energy is -343.9479 a.u.

Entry 2:
The following is a DFT calculation (wB97M-V/def2-TZVPD) of a single C6H10N2 molecule at a distorted geometry.

Structure (ORCA input):
```
! wB97M-V def2-TZVPD RIJCOSX def2/J DEFGRID3
* xyz 0 1
H 1.51 2.06 -1.08
N 0.96 1.20 -1.16
C 0.36 0.88 -0.09
C 0.32 1.70 1.18
C -0.97 -0.20 -0.31
C -2.15 0.39 -0.16
C -0.68 -1.52 -0.71
C 0.49 -2.18 -0.42
N 1.51 -1.60 0.26
H 1.19 2.36 1.26
H -0.58 2.31 1.26
H 0.35 1.04 2.04
H -3.06 -0.20 -0.13
H -2.26 1.46 -0.08
H -1.42 -2.03 -1.30
H 0.64 -3.18 -0.81
H 1.37 -0.47 0.19
H 2.42 -2.01 0.07
*
```

The strongest force on any atom comes out at 4.27 eV/Å. For the HOMO-LUMO gap, the calculation gives 8.44 eV. Its electronic energy is -344.0352 a.u. The structure (SMILES) is [H]/N=C(\C)C(=C)/C=C\N.

Entry 3:
The following is a DFT calculation (wB97M-V/def2-TZVPD) of a single C6H10N2 molecule at a distorted geometry.

Structure (ORCA input):
```
! wB97M-V def2-TZVPD RIJCOSX def2/J DEFGRID3
* xyz 0 1
N 2.68 -0.36 -0.26
C 1.41 0.03 0.36
C 0.93 1.42 0.00
C -0.38 1.47 -0.22
C -0.99 0.12 -0.08
C -2.26 -0.10 0.61
N -2.17 -0.20 -0.85
C 0.19 -0.85 0.01
H 2.49 -0.51 -1.28
H 2.90 -1.27 0.13
H 1.61 0.08 1.47
H 1.56 2.28 -0.09
H -0.93 2.35 -0.52
H -2.41 -1.03 1.16
H -2.89 0.73 0.98
H -2.11 -1.16 -1.14
H 0.03 -1.71 0.69
H 0.34 -1.28 -0.96
*
```

The strongest force on any atom comes out at 1.24 eV/Å. For the HOMO-LUMO gap, the calculation gives 9.98 eV. Its electronic energy is -344.0750 a.u. The structure (SMILES) is N[C@H]1C=C[C@]2(CN2)C1.

Entry 4:
The following is a DFT calculation (wB97M-V/def2-TZVPD) of C6H10N2 as an isolated structure at a distorted geometry.

Structure (ORCA input):
```
! wB97M-V def2-TZVPD RIJCOSX def2/J DEFGRID3
* xyz 0 1
C -0.31 1.49 1.80
C -0.90 -1.45 0.06
C -0.01 -0.75 -0.85
C 1.10 -0.51 -1.86
C 1.19 0.74 -1.06
C 0.59 0.12 0.06
H 0.00 2.42 0.95
H 0.56 1.18 2.30
H -1.01 1.85 2.60
H -1.51 -2.45 -0.30
H -0.84 0.10 -1.23
H 2.14 -1.00 -1.96
H 0.42 -0.43 -2.91
H 0.59 1.47 -1.69
H 2.19 0.71 -0.75
H 1.27 -0.34 0.86
N -0.74 0.60 0.77
N -1.23 -0.79 1.12
*
```

The strongest force on any atom comes out at 6.37 eV/Å. For the HOMO-LUMO gap, the calculation gives 10.11 eV. Its electronic energy is -343.8407 a.u.

Entry 5:
The following is a DFT calculation (wB97M-V/def2-TZVPD) of a single C6H10N2 molecule at a distorted geometry.

Structure (ORCA input):
```
! wB97M-V def2-TZVPD RIJCOSX def2/J DEFGRID3
* xyz 0 1
C 0.68 -0.54 1.40
C 0.60 -0.35 -0.11
C -0.50 -1.14 -0.74
N -1.77 -0.41 -0.41
N -1.79 0.72 0.38
C -0.85 1.56 0.23
C 0.25 1.05 -0.63
C 1.63 0.56 -0.65
H -0.31 -0.94 1.80
H 0.88 0.39 1.93
H 1.50 -1.23 1.67
H -0.44 -1.21 -1.83
H -0.55 -2.16 -0.33
H -2.54 -1.02 -0.12
H -0.97 2.52 0.70
H -0.19 0.97 -1.63
H 2.39 0.95 0.04
H 1.98 0.29 -1.68
*
```

The strongest force on any atom comes out at 2.00 eV/Å. For the HOMO-LUMO gap, the calculation gives 9.46 eV. Its electronic energy is -344.0058 a.u. The structure (SMILES) is C[C@@]12CNN=C[C@H]1C2.

Entry 6:
The following is a DFT calculation (wB97M-V/def2-TZVPD) of a single C6H10N2O molecule at a distorted geometry.

Structure (ORCA input):
```
! wB97M-V def2-TZVPD RIJCOSX def2/J DEFGRID3
* xyz 0 1
C -0.58 1.50 -2.02
C -1.01 0.89 -0.90
C -0.21 0.57 0.34
N 0.92 1.47 0.48
O -1.00 0.83 1.48
C 0.18 -0.90 0.36
C 1.61 -1.29 0.63
C -0.71 -1.84 0.16
N -1.49 -2.68 -0.05
H 0.44 1.82 -2.13
H -1.25 1.62 -2.87
H -2.04 0.54 -0.89
H 1.32 1.27 1.40
H 0.54 2.41 0.59
H -1.57 1.59 1.26
H 1.83 -2.28 0.22
H 2.32 -0.60 0.17
H 1.79 -1.32 1.71
H -1.07 -3.62 0.04
*
```

The strongest force on any atom comes out at 4.25 eV/Å. For the HOMO-LUMO gap, the calculation gives 8.08 eV. Its electronic energy is -419.2485 a.u. The structure (SMILES) is C=C[C@@](N)(O)C(C)=C=N.

Entry 7:
The following is a DFT calculation (wB97M-V/def2-TZVPD) of a single C6H10N2O molecule at a distorted geometry.

Structure (ORCA input):
```
! wB97M-V def2-TZVPD RIJCOSX def2/J DEFGRID3
* xyz 0 1
C -0.26 1.25 2.59
C 0.03 0.34 1.84
C 0.65 -0.51 0.83
C 2.21 -0.30 0.87
C -0.05 -0.24 -0.54
C 0.49 0.76 -1.57
O -0.36 1.29 -2.54
N -1.18 -0.73 -0.82
N -1.73 -1.69 0.00
H -0.47 2.00 3.30
H 0.56 -1.65 0.93
H 2.39 0.81 1.07
H 2.70 -0.62 -0.03
H 2.68 -0.75 1.68
H 1.28 0.08 -1.94
H 0.95 1.71 -1.23
H -1.07 0.65 -2.73
H -2.72 -1.72 -0.18
H -1.50 -1.71 1.00
*
```

The strongest force on any atom comes out at 3.76 eV/Å. For the HOMO-LUMO gap, the calculation gives 9.75 eV. Its electronic energy is -419.2346 a.u. The structure (SMILES) is C#C[C@H](C)/C(CO)=N\N.

Entry 8:
The following is a DFT calculation (wB97M-V/def2-TZVPD) of a 2-piece molecular cluster, C6H10N2O overall at a distorted geometry.

Structure (ORCA input):
```
! wB97M-V def2-TZVPD RIJCOSX def2/J DEFGRID3
* xyz 0 1
C -1.70 -2.61 -1.18
C -1.68 -2.84 0.01
C -1.52 -2.92 1.48
N -1.48 -4.24 2.08
C -0.24 -4.98 1.93
C 0.05 -5.58 0.55
C -0.20 -6.03 2.99
N -0.05 -6.87 3.78
H -1.84 -2.50 -2.24
H -2.35 -2.35 1.93
H -0.61 -2.38 1.77
H -2.28 -4.80 1.80
H 0.59 -4.29 2.18
H -0.78 -6.22 0.23
H 0.18 -4.76 -0.17
H 0.98 -6.16 0.56
O -0.27 1.58 0.53
H 0.20 0.92 0.00
H -1.27 1.34 0.46
*
```

The strongest force on any atom comes out at 2.77 eV/Å. For the HOMO-LUMO gap, the calculation gives 10.32 eV. Its electronic energy is -419.2761 a.u. The structure (SMILES) is C#CCN[C@H](C)C#N.O.

Entry 9:
The following is a DFT calculation (wB97M-V/def2-TZVPD) of a single C6H10N2O molecule at a distorted geometry.

Structure (ORCA input):
```
! wB97M-V def2-TZVPD RIJCOSX def2/J DEFGRID3
* xyz 0 1
C 0.14 -0.94 -2.06
C -1.37 -0.98 -1.50
C -2.04 0.51 -1.18
N -1.59 -0.44 -0.05
C -0.72 0.20 0.96
O -0.51 1.42 0.79
C 0.31 -0.48 1.80
C 1.59 0.08 2.20
N 2.16 1.30 1.82
H 0.68 0.04 -1.78
H 0.31 -1.07 -3.21
H 1.00 -1.48 -1.46
H -2.05 -1.69 -1.60
H -1.52 1.34 -1.57
H -3.19 0.56 -1.02
H 0.47 -1.55 1.69
H 2.13 -0.70 2.61
H 2.81 2.01 2.24
H 1.37 1.87 1.31
*
```

The strongest force on any atom comes out at 8.22 eV/Å. For the HOMO-LUMO gap, the calculation gives 8.94 eV. Its electronic energy is -419.1962 a.u. The structure (SMILES) is C[C@@H]1CN1C(=O)/C=C\N.

Entry 10:
The following is a DFT calculation (wB97M-V/def2-TZVPD) of a single C6H10N2O molecule at a distorted geometry.

Structure (ORCA input):
```
! wB97M-V def2-TZVPD RIJCOSX def2/J DEFGRID3
* xyz 0 1
C 0.00 0.15 2.66
C 0.73 -0.07 1.33
N 0.95 1.15 0.62
N 0.48 1.23 -0.49
C -0.09 0.10 -1.01
C 0.69 -0.22 -2.28
C -1.57 0.31 -1.02
C 0.20 -1.03 0.28
O 0.27 -2.20 0.14
H -0.49 -0.77 2.85
H -0.69 0.91 2.51
H 0.72 0.52 3.45
H 1.68 -0.42 1.56
H 0.10 -0.73 -2.97
H 1.70 -0.70 -2.07
H 1.11 0.72 -2.55
H -1.85 1.34 -1.38
H -2.02 0.15 -0.01
H -1.92 -0.44 -1.62
*
```

The strongest force on any atom comes out at 4.46 eV/Å. For the HOMO-LUMO gap, the calculation gives 9.15 eV. Its electronic energy is -419.2722 a.u. The structure (SMILES) is C[C@@H]1N=NC(C)(C)C1=O.